w) 238
Properties=species:S:1:pos:R:3:lowdin_charge:R:1 method="wB97M-V/def2-TZVPD" homo_lumo_gap_ev=8.96 lumo_energy_ha=0.016 spin_multiplicity=1
C -17.235 -11.043 8.106 -0.078
C -17.472 -9.681 7.526 -0.416
C -18.645 -9.735 6.527 -0.166
O -19.073 -8.427 6.057 -0.180
C -20.370 -8.390 5.764 -0.183
N -17.761 -8.710 8.639 0.081
H -16.206 -11.159 8.446 0.073
H -17.690 -11.872 7.564 0.078
H -17.709 -11.152 9.082 0.075
H -16.692 -9.393 6.820 0.110
H -19.416 -10.153 7.174 0.120
H -18.547 -10.415 5.681 0.132
H -20.947 -8.224 6.674 0.083
H -20.872 -9.232 5.289 0.097
H -20.478 -7.491 5.156 0.071
H -16.931 -8.279 9.019 0.022
H -18.214 -7.920 8.202 0.048
C -18.954 -5.097 5.082 -0.069
C -18.005 -3.991 5.356 -0.443
C -18.654 -2.534 5.532 -0.139
O -19.087 -2.026 4.254 -0.196
C -19.589 -0.671 4.381 -0.088
N -17.103 -4.414 6.370 0.086
H -19.546 -5.282 5.978 0.072
H -18.471 -5.998 4.701 0.080
H -19.648 -4.778 4.305 0.072
H -17.491 -3.873 4.402 0.111
H -18.065 -1.853 6.146 0.111
H -19.574 -2.687 6.095 0.097
H -19.762 -0.347 3.355 0.052
H -18.845 -0.005 4.818 0.068
H -20.556 -0.525 4.861 0.079
H -16.392 -3.707 6.491 0.025
H -16.572 -5.192 6.006 0.040
C -23.740 1.279 4.355 -0.059
C -22.804 1.235 3.103 -0.320
C -23.484 1.278 1.636 -0.177
O -22.536 0.827 0.697 -0.197
C -22.943 0.873 -0.673 -0.115
N -21.793 2.341 3.238 0.039
H -24.616 0.633 4.285 0.068
H -24.133 2.288 4.480 0.073
H -23.193 0.976 5.248 0.054
H -22.138 0.390 3.282 0.106
H -23.865 2.246 1.312 0.117
H -24.385 0.664 1.651 0.111
H -23.794 0.260 -0.968 0.085
H -22.106 0.526 -1.279 0.074
H -23.168 1.826 -1.151 0.082
H -20.949 2.179 2.707 0.028
H -22.120 3.274 3.033 0.084
C -18.812 2.144 -0.840 -0.038
C -17.935 1.548 0.310 -0.369
C -18.673 1.738 1.688 -0.220
O -19.199 3.010 2.041 -0.223
C -18.173 3.982 2.291 -0.072
N -17.584 0.096 0.148 0.054
H -19.891 2.014 -0.756 0.065
H -18.490 1.955 -1.864 0.074
H -18.712 3.228 -0.775 0.064
H -17.047 2.165 0.446 0.115
H -18.064 1.392 2.523 0.108
H -19.543 1.082 1.673 0.098
H -17.671 4.280 1.370 0.085
H -17.447 3.603 3.010 0.082
H -18.648 4.860 2.728 0.076
H -17.102 -0.245 0.966 0.035
H -18.428 -0.421 -0.056 0.034
C -18.864 2.663 5.530 -0.049
C -19.861 3.600 6.291 -0.358
C -19.921 4.973 5.543 -0.210
O -18.750 5.770 5.564 -0.187
C -18.934 7.066 5.007 -0.116
N -21.163 2.940 6.198 0.029
H -17.992 3.182 5.132 0.066
H -19.353 2.146 4.705 0.050
H -18.429 1.931 6.211 0.056
H -19.646 3.725 7.352 0.136
H -20.794 5.496 5.933 0.113
H -20.133 4.863 4.479 0.105
H -17.944 7.454 4.768 0.090
H -19.583 7.707 5.605 0.087
H -19.395 7.076 4.020 0.074
H -21.872 3.567 6.551 0.071
H -21.446 2.707 5.257 0.014
C -25.463 -7.593 2.214 -0.048
C -25.470 -7.070 3.727 -0.383
C -24.167 -6.326 3.991 -0.182
O -23.955 -6.055 5.426 -0.209
C -22.865 -5.189 5.654 -0.116
N -26.597 -6.118 3.850 0.024
H -26.212 -8.384 2.169 0.065
H -24.496 -8.047 1.999 0.062
H -25.757 -6.849 1.474 0.071
H -25.587 -7.841 4.488 0.138
H -24.022 -5.420 3.402 0.123
H -23.395 -7.048 3.725 0.112
H -22.950 -4.850 6.686 0.074
H -22.693 -4.326 5.009 0.085
H -22.010 -5.854 5.531 0.064
H -26.268 -5.195 3.605 0.061
H -26.812 -6.039 4.834 0.061
C -15.453 -1.102 3.962 -0.057
C -14.491 0.065 3.788 -0.431
C -13.279 -0.098 4.723 -0.141
O -12.623 1.196 4.982 -0.190
C -11.437 1.144 5.716 -0.143
N -14.080 0.011 2.418 0.047
H -14.855 -2.006 3.851 0.066
H -16.252 -1.204 3.228 0.072
H -15.806 -1.115 4.993 0.051
H -15.080 0.972 3.925 0.135
H -12.541 -0.809 4.352 0.128
H -13.526 -0.444 5.727 0.083
H -10.996 2.055 6.122 0.090
H -10.630 0.817 5.061 0.076
H -11.396 0.294 6.396 0.078
H -13.163 0.407 2.268 0.080
H -14.819 0.493 1.927 0.068
C -20.676 -1.777 8.972 -0.075
C -21.246 -0.660 8.113 -0.408
C -22.396 0.123 8.910 -0.223
O -23.532 -0.471 9.416 -0.174
C -24.298 -1.086 8.407 -0.105
N -20.080 0.184 7.794 0.065
H -19.968 -1.322 9.664 0.078
H -20.129 -2.360 8.231 0.052
H -21.400 -2.417 9.477 0.072
H -21.689 -1.226 7.294 0.117
H -22.645 0.959 8.255 0.104
H -22.021 0.526 9.851 0.126
H -24.592 -0.432 7.586 0.086
H -25.202 -1.415 8.919 0.090
H -23.817 -1.999 8.055 0.078
H -20.285 0.901 7.113 0.019
H -19.757 0.703 8.598 0.076
C -23.971 -9.258 7.862 -0.044
C -24.364 -8.153 8.817 -0.438
C -23.227 -7.298 9.373 -0.263
O -22.490 -6.540 8.475 -0.206
C -21.377 -5.763 9.024 -0.043
N -25.273 -7.191 8.182 0.047
H -24.857 -9.796 7.524 0.084
H -23.203 -9.818 8.395 0.077
H -23.373 -8.794 7.077 0.064
H -24.848 -8.533 9.716 0.133
H -22.616 -8.071 9.838 0.116
H -23.620 -6.780 10.247 0.122
H -21.023 -5.171 8.180 0.071
H -20.668 -6.530 9.334 0.085
H -21.633 -5.101 9.851 0.083
H -24.683 -6.797 7.463 0.031
H -25.306 -6.421 8.836 0.061
C -15.317 0.382 7.506 -0.025
C -15.469 -0.917 8.439 -0.398
C -14.537 -2.047 7.868 -0.177
O -14.979 -2.697 6.658 -0.251
C -13.939 -3.491 6.160 -0.113
N -15.045 -0.438 9.709 0.029
H -14.352 0.874 7.625 0.076
H -16.075 0.994 7.996 0.068
H -15.503 0.180 6.451 0.042
H -16.434 -1.405 8.577 0.138
H -14.666 -2.784 8.661 0.107
H -13.486 -1.761 7.874 0.120
H -13.670 -4.267 6.877 0.090
H -13.087 -2.906 5.814 0.086
H -14.412 -3.946 5.290 0.079
H -14.083 -0.135 9.760 0.079
H -15.146 -1.223 10.336 0.073
C -15.278 -6.730 3.459 -0.038
C -14.997 -7.719 4.554 -0.444
C -13.817 -8.594 4.494 -0.216
O -13.783 -9.498 3.386 -0.182
C -12.794 -10.510 3.343 -0.100
N -14.893 -6.958 5.805 0.070
H -14.325 -6.264 3.211 0.061
H -15.894 -5.884 3.764 0.063
H -15.453 -7.226 2.505 0.094
H -15.893 -8.335 4.625 0.139
H -13.805 -9.162 5.424 0.121
H -12.908 -7.998 4.585 0.126
H -12.820 -10.831 2.302 0.097
H -12.833 -11.170 4.210 0.086
H -11.820 -10.051 3.516 0.075
H -14.980 -7.573 6.601 0.041
H -13.926 -6.669 5.839 0.067
C -20.521 -4.551 1.041 -0.057
C -20.294 -3.340 0.197 -0.421
C -21.484 -2.842 -0.672 -0.215
O -21.977 -3.685 -1.662 -0.171
C -21.493 -3.449 -2.943 -0.120
N -19.789 -2.174 0.907 0.054
H -20.933 -5.358 0.435 0.084
H -21.168 -4.351 1.895 0.070
H -19.617 -4.827 1.585 0.069
H -19.555 -3.611 -0.557 0.133
H -21.124 -1.959 -1.200 0.102
H -22.246 -2.338 -0.077 0.123
H -22.072 -2.627 -3.364 0.086
H -21.857 -4.252 -3.584 0.087
H -20.411 -3.351 -3.039 0.096
H -19.007 -2.360 1.519 0.065
H -20.430 -1.704 1.530 0.066
C -17.475 -5.079 9.885 -0.058
C -16.888 -5.788 11.069 -0.478
C -15.530 -6.394 10.731 -0.156
O -15.548 -7.241 9.549 -0.245
C -14.238 -7.704 9.254 -0.093
N -16.659 -4.790 12.038 0.027
H -18.332 -4.450 10.126 0.079
H -17.604 -5.769 9.052 0.062
H -16.816 -4.384 9.365 0.067
H -17.574 -6.525 11.487 0.142
H -15.098 -6.925 11.578 0.128
H -14.965 -5.497 10.479 0.121
H -13.676 -6.788 9.066 0.084
H -14.156 -8.428 8.444 0.084
H -13.812 -8.048 10.196 0.084
H -16.453 -5.194 12.940 0.081
H -17.565 -4.355 12.133 0.076
C -12.136 -6.106 1.075 -0.070
C -12.047 -4.681 0.545 -0.450
C -13.197 -3.903 1.181 -0.197
O -14.427 -4.363 0.604 -0.199
C -15.599 -3.757 1.118 -0.099
N -10.870 -4.059 1.019 0.022
H -11.803 -6.404 2.069 0.074
H -11.513 -6.754 0.458 0.070
H -13.156 -6.486 1.009 0.067
H -12.047 -4.685 -0.545 0.142
H -13.042 -2.855 0.926 0.115
H -13.220 -3.993 2.267 0.122
H -16.345 -4.260 0.502 0.093
H -15.491 -2.682 0.977 0.076
H -15.803 -3.908 2.178 0.061
H -10.887 -3.098 0.707 0.071
H -9.992 -4.488 0.761 0.079

***

x) 238
Properties=species:S:1:pos:R:3:lowdin_charge:R:1 method="wB97M-V/def2-TZVPD" homo_lumo_gap_ev=9.12 lumo_energy_ha=0.024 spin_multiplicity=1
C -20.676 -11.234 -17.429 -0.058
C -19.913 -9.950 -16.991 -0.382
C -20.253 -9.527 -15.574 -0.247
O -19.295 -8.614 -15.096 -0.183
C -19.481 -8.440 -13.695 -0.105
N -18.433 -10.350 -16.960 0.063
H -20.339 -12.020 -16.772 0.045
H -20.466 -11.516 -18.477 0.070
H -21.722 -11.075 -17.184 0.077
H -20.258 -9.136 -17.684 0.140
H -20.240 -10.417 -14.947 0.108
H -21.295 -9.096 -15.535 0.143
H -18.716 -7.865 -13.251 0.072
H -19.588 -9.433 -13.154 0.094
H -20.423 -7.938 -13.498 0.080
H -18.240 -10.514 -17.934 0.037
H -17.821 -9.569 -16.707 0.062
C -12.804 -21.314 -21.677 -0.090
C -13.003 -20.218 -22.610 -0.462
C -13.528 -19.028 -21.886 -0.205
O -13.577 -17.930 -22.770 -0.163
C -14.027 -16.825 -22.086 -0.120
N -11.721 -19.905 -23.310 0.042
H -13.604 -21.385 -20.957 0.072
H -11.930 -21.129 -21.056 0.072
H -12.537 -22.297 -22.083 0.091
H -13.720 -20.597 -23.324 0.136
H -12.902 -18.750 -21.062 0.110
H -14.506 -19.181 -21.372 0.119
H -13.277 -16.491 -21.323 0.080
H -14.871 -17.073 -21.441 0.061
H -14.326 -16.019 -22.774 0.106
H -11.903 -19.040 -23.893 0.089
H -11.621 -20.634 -24.036 0.077
C -22.425 -22.596 -21.313 -0.062
C -22.443 -21.680 -20.046 -0.436
C -23.332 -22.451 -19.036 -0.173
O -23.333 -21.650 -17.838 -0.213
C -23.877 -22.270 -16.722 -0.133
N -21.126 -21.391 -19.581 0.053
H -22.061 -23.597 -21.052 0.076
H -21.838 -22.247 -22.181 0.082
H -23.425 -22.710 -21.653 0.057
H -22.942 -20.711 -20.366 0.141
H -22.832 -23.378 -18.838 0.112
H -24.400 -22.587 -19.322 0.141
H -23.683 -21.714 -15.814 0.087
H -23.535 -23.270 -16.532 0.079
H -24.954 -22.335 -16.796 0.082
H -21.099 -20.893 -18.695 0.078
H -20.660 -22.259 -19.394 0.077
C -15.470 -11.670 -19.467 -0.062
C -14.268 -11.048 -18.733 -0.415
C -13.187 -10.692 -19.717 -0.269
O -12.764 -11.787 -20.462 -0.200
C -11.923 -11.309 -21.534 -0.092
N -14.760 -9.884 -17.925 0.041
H -15.285 -12.588 -19.974 0.048
H -15.802 -11.000 -20.311 0.091
H -16.295 -11.786 -18.742 0.066
H -13.892 -11.765 -17.990 0.125
H -12.336 -10.292 -19.138 0.127
H -13.575 -9.847 -20.357 0.139
H -11.011 -10.840 -21.128 0.093
H -12.420 -10.598 -22.180 0.076
H -11.673 -12.194 -22.134 0.095
H -14.778 -9.018 -18.473 0.071
H -14.049 -9.722 -17.180 0.081
C -12.140 -14.631 -15.859 -0.054
C -11.071 -13.975 -16.706 -0.484
C -11.355 -14.149 -18.109 -0.214
O -11.092 -15.522 -18.453 -0.177
C -10.750 -15.702 -19.764 -0.143
N -11.156 -12.555 -16.401 0.045
H -12.395 -15.653 -16.290 0.084
H -13.022 -13.951 -16.041 0.072
H -11.970 -14.697 -14.755 0.057
H -10.058 -14.390 -16.472 0.153
H -10.724 -13.460 -18.638 0.121
H -12.398 -13.849 -18.285 0.122
H -10.688 -16.797 -20.003 0.083
H -9.820 -15.151 -20.070 0.106
H -11.546 -15.365 -20.430 0.068
H -11.213 -12.310 -15.409 0.076
H -10.332 -12.083 -16.733 0.070
C -22.149 -14.429 -19.834 -0.056
C -21.751 -15.833 -20.261 -0.428
C -22.808 -16.859 -19.832 -0.257
O -22.637 -17.362 -18.575 -0.192
C -23.746 -18.202 -18.236 -0.061
N -21.486 -15.839 -21.693 0.054
H -22.678 -14.424 -18.899 0.065
H -22.799 -13.931 -20.558 0.083
H -21.351 -13.711 -19.677 0.039
H -20.836 -16.123 -19.700 0.108
H -22.643 -17.637 -20.500 0.088
H -23.816 -16.286 -19.925 0.159
H -24.636 -17.657 -18.379 0.070
H -23.616 -18.569 -17.252 0.075
H -23.748 -19.110 -18.913 0.092
H -22.389 -15.794 -22.160 0.084
H -21.226 -16.786 -21.849 0.020
C -18.825 -12.486 -21.124 -0.044
C -18.690 -12.955 -22.567 -0.431
C -17.447 -12.414 -23.235 -0.254
O -16.313 -12.560 -22.491 -0.180
C -15.254 -11.764 -22.897 -0.110
N -18.753 -14.383 -22.740 0.067
H -19.829 -12.723 -20.746 0.051
H -18.613 -11.406 -20.948 0.087
H -18.052 -13.045 -20.512 0.075
H -19.469 -12.561 -23.193 0.131
H -17.663 -11.370 -23.436 0.119
H -17.352 -12.905 -24.193 0.124
H -15.637 -10.742 -23.076 0.102
H -14.830 -12.132 -23.823 0.091
H -14.467 -11.751 -22.147 0.056
H -18.061 -14.846 -22.208 0.038
H -19.680 -14.741 -22.534 0.036
C -22.845 -14.656 -14.590 -0.039
C -21.496 -14.799 -15.346 -0.413
C -20.261 -14.515 -14.465 -0.190
O -20.415 -13.209 -13.878 -0.219
C -19.851 -13.096 -12.570 -0.075
N -21.210 -16.028 -16.109 0.045
H -23.007 -13.622 -14.347 0.062
H -22.795 -15.226 -13.642 0.080
H -23.635 -15.147 -15.220 0.084
H -21.382 -14.043 -16.193 0.127
H -19.259 -14.554 -14.985 0.102
H -20.300 -15.240 -13.701 0.101
H -18.854 -13.414 -12.633 0.056
H -20.486 -13.709 -11.913 0.094
H -19.950 -12.038 -12.311 0.085
H -21.903 -16.116 -16.870 0.065
H -21.026 -16.873 -15.576 0.063
C -18.109 -17.692 -22.461 -0.050
C -18.764 -18.771 -21.658 -0.432
C -17.765 -19.526 -20.828 -0.186
O -16.960 -18.733 -19.965 -0.200
C -16.125 -19.523 -19.181 -0.109
N -19.993 -18.378 -20.972 0.075
H -17.452 -18.012 -23.266 0.091
H -17.576 -17.025 -21.834 0.036
H -18.892 -17.062 -22.927 0.078
H -19.078 -19.499 -22.411 0.136
H -17.107 -20.145 -21.483 0.136
H -18.252 -20.248 -20.152 0.118
H -15.599 -18.802 -18.568 0.081
H -15.445 -20.138 -19.691 0.058
H -16.686 -20.172 -18.541 0.062
H -20.284 -19.263 -20.520 0.061
H -19.665 -17.817 -20.186 0.042
C -12.541 -15.226 -10.349 -0.039
C -11.798 -15.998 -11.447 -0.445
C -12.733 -17.003 -12.057 -0.271
O -13.576 -17.474 -11.116 -0.177
C -14.475 -18.409 -11.573 -0.111
N -11.388 -15.127 -12.528 0.033
H -11.892 -14.479 -9.942 0.067
H -12.841 -15.869 -9.562 0.064
H -13.431 -14.754 -10.813 0.100
H -10.987 -16.538 -10.972 0.133
H -12.094 -17.768 -12.644 0.145
H -13.350 -16.443 -12.789 0.131
H -15.276 -18.015 -12.227 0.086
H -14.957 -18.865 -10.707 0.093
H -13.957 -19.238 -12.007 0.079
H -10.971 -14.291 -12.147 0.074
H -10.661 -15.610 -13.070 0.082
C -18.462 -20.346 -16.515 -0.070
C -17.939 -19.671 -15.289 -0.458
C -16.464 -19.135 -15.429 -0.177
O -15.539 -20.233 -15.476 -0.179
C -14.241 -19.758 -15.643 -0.124
N -18.867 -18.701 -14.775 0.072
H -18.830 -19.548 -17.213 0.082
H -19.343 -20.895 -16.144 0.083
H -17.752 -21.073 -16.933 0.081
H -17.724 -20.463 -14.525 0.148
H -16.218 -18.577 -14.490 0.109
H -16.399 -18.423 -16.304 0.122
H -14.155 -19.243 -16.573 0.054
H -13.522 -20.566 -15.700 0.090
H -13.921 -19.072 -14.823 0.092
H -18.497 -18.298 -13.965 0.048
H -19.272 -18.089 -15.467 0.046
C -18.569 -14.499 -17.748 -0.038
C -18.307 -15.619 -18.771 -0.348
C -16.735 -15.624 -19.089 -0.146
O -16.105 -16.257 -17.960 -0.211
C -14.723 -15.930 -18.002 -0.102
N -18.789 -16.945 -18.366 0.068
H -18.059 -14.642 -16.776 0.062
H -19.614 -14.352 -17.534 0.045
H -18.189 -13.570 -18.096 0.047
H -18.794 -15.398 -19.707 0.093
H -16.326 -14.611 -19.262 0.106
H -16.476 -16.299 -19.949 0.102
H -14.578 -14.837 -18.034 0.082
H -14.173 -16.342 -18.856 0.085
H -14.326 -16.274 -17.073 0.061
H -19.390 -16.899 -17.553 0.042
H -18.029 -17.584 -18.223 0.038
C -14.111 -11.328 -13.879 -0.052
C -15.593 -11.445 -14.283 -0.416
C -15.964 -12.866 -14.804 -0.151
O -16.058 -13.767 -13.653 -0.194
C -16.470 -15.024 -14.159 -0.132
N -16.521 -10.984 -13.266 0.059
H -13.416 -11.754 -14.633 0.057
H -13.886 -11.817 -12.949 0.065
H -13.889 -10.285 -13.762 0.061
H -15.765 -10.756 -15.118 0.117
H -15.118 -13.281 -15.413 0.111
H -16.959 -12.811 -15.328 0.126
H -16.639 -15.724 -13.330 0.083
H -15.717 -15.558 -14.770 0.085
H -17.379 -14.999 -14.757 0.041
H -16.790 -11.729 -12.641 0.058
H -17.368 -10.594 -13.654 0.052
C -10.010 -19.532 -14.643 -0.073
C -9.204 -19.021 -15.834 -0.484
C -9.867 -19.518 -17.083 -0.255
O -11.178 -19.098 -17.134 -0.166
C -11.672 -19.087 -18.430 -0.109
N -9.119 -17.618 -15.950 0.050
H -11.000 -19.053 -14.718 0.055
H -9.695 -19.229 -13.575 0.090
H -10.121 -20.659 -14.578 0.094
H -8.175 -19.435 -15.870 0.147
H -9.784 -20.594 -17.127 0.126
H -9.234 -19.095 -17.889 0.138
H -11.760 -20.046 -18.891 0.075
H -11.009 -18.535 -19.121 0.075
H -12.582 -18.544 -18.467 0.067
H -8.849 -17.254 -15.037 0.074
H -10.042 -17.222 -16.176 0.077

***

The structure shown above that is least stable: w).